Record 1
{
  "formula": "C2H3NO2",
  "method": "wB97M-V/def2-TZVPD",
  "elements": ["C", "C", "O", "N", "O", "H", "H", "H"],
  "coordinates": [[-0.29168, -0.38097, 1.43336], [-0.13195, -0.35298, 0.10678], [0.35540, 0.75310, -0.54541], [0.37333, 0.49750, -1.91312], [0.79506, 1.47396, -2.54135], [-0.68026, -1.26473, 1.92822], [-0.03969, 0.47713, 2.04825], [-0.38020, -1.20301, -0.51674]],
  "forces_ev_per_a": [[0.2230, 0.3721, -0.7675], [-0.4248, -0.6939, 1.4930], [0.0789, 0.1088, -0.5431], [1.6712, 3.8796, -2.4273], [-1.6842, -3.8606, 2.7698], [0.0808, 0.1156, -0.2480], [-0.0261, -0.0930, -0.0866], [0.0811, 0.1714, -0.1904]],
  "mulliken_charge": [-0.62, 0.09, -0.15, 0.12, -0.31, 0.24, 0.25, 0.37],
  "e_homo_ev": -9.96,
  "smiles": "C=CON=O",
  "orbital_gap_ev": 9.52,
  "relative_energy_kcal_mol": 90.5,
  "e_tot_ev": -7703.917
}

Record 2
{
  "formula": "C3H5NO2",
  "method": "wB97M-V/def2-TZVPD",
  "elements": ["C", "C", "C", "N", "O", "O", "H", "H", "H", "H", "H"],
  "coordinates": [[0.21929, -1.16370, -0.85384], [0.85884, 0.72494, 0.15488], [-0.12794, -0.36735, 0.19784], [0.62262, -1.78181, -1.76414], [-0.56202, -0.70967, 1.41015], [-1.56986, 0.40968, -0.52942], [1.75504, 0.33303, 0.45619], [0.60608, 1.59160, 0.74002], [0.97821, 1.00725, -0.80832], [-1.30795, -1.35378, 1.29439], [-1.47232, 1.30981, -0.29775]],
  "forces_ev_per_a": [[1.2603, -5.1687, -4.8050], [-1.1820, 0.6798, 2.3248], [-4.4124, 5.5013, 0.4414], [-1.0033, 1.4736, 2.2497], [-0.4780, -1.8138, 0.0492], [2.1170, -3.3279, 0.4514], [2.5416, -0.8053, 1.0674], [-0.2595, 0.1482, 0.5032], [0.2997, 0.9862, -3.0832], [0.8431, 0.7324, 0.2726], [0.2734, 1.5944, 0.5286]],
  "mulliken_charge": [0.19, -1.68, 1.00, -0.41, -0.49, -0.60, 0.43, 0.41, 0.52, 0.36, 0.26],
  "e_homo_ev": -10.80,
  "orbital_gap_ev": 11.31,
  "relative_energy_kcal_mol": 70.8,
  "e_tot_ev": -8774.624
}

Record 3
{
  "formula": "CBrClFO2S",
  "method": "wB97M-V/def2-TZVPD",
  "elements": ["C", "O", "O", "F", "S", "Cl", "Br"],
  "coordinates": [[-0.21028, -0.14627, 0.59937], [-0.01634, -0.63776, -1.98237], [1.47312, 1.12667, -0.88878], [0.41464, -1.35837, 0.47587], [0.12238, 0.60355, -1.19722], [0.33601, 0.87976, 1.93330], [-2.11953, -0.46758, 1.05984]],
  "forces_ev_per_a": [[-0.3318, -0.8189, -0.6402], [0.6129, 0.1333, 0.1851], [0.1378, -0.6379, -0.4433], [-0.2421, 0.7255, 1.4074], [-0.9909, 1.2166, 0.0020], [0.7324, -0.3430, -0.0439], [0.0817, -0.2756, -0.4670]],
  "mulliken_charge": [0.24, -0.57, -0.59, -0.18, 0.50, -0.17, -0.23],
  "e_homo_ev": -4.01,
  "orbital_gap_ev": 7.20,
  "relative_energy_kcal_mol": 0.0,
  "total_charge": -1,
  "e_tot_ev": -101250.552
}